This record from OMol25 describes a structure of composition C3H2AlO3 in a non-equilibrium geometry. The level of theory is ωB97M-V/def2-TZVPD.

Output
HOMO level in eV: -13.103
Total charge: +1
Largest force on an atom in eV/Å: 2.16
LUMO in eV: -6.337
ΔE to the lowest compared entry with this formula, charge and spin in kcal/mol: 43.2
Gap between HOMO and LUMO in eV: 6.8

Last column: Löwdin charge in e.
Atoms and positions in Å:
1 H 0.16 -0.31 1.31  0.0306
2 C 1.97 -0.05 -0.60  -0.4009
3 O 3.05 -0.44 -0.74  0.2367
4 O 0.85 0.11 -0.32  0.1682
5 C -1.68 1.55 2.85  0.1202
6 C -1.23 0.66 2.17  -0.3230
7 O -0.81 -0.31 1.41  0.0289
8 H -2.06 2.39 3.40  0.0417
9 Al 2.31 0.91 2.79  1.0978